Record 1
110
Properties=species:S:1:pos:R:3 method="wB97M-V/def2-TZVPD" smiles="CCOP(=O)(CCP(C)(CC(C)C)(N=C(C)C)[C@@H](I)[C@@H](C)I)OCC.O=C1c2ccccc2C(=O)c2ccccc21.O=C1c2ccccc2C(=O)c2ccccc21" lumo_energy_ev=-1.0 total_charge=0 homo_ev=-7.79 spin_multiplicity=1 gap_ev=6.7977
C -3.99 0.24 1.43
C -3.44 1.69 1.60
O -2.33 1.82 2.51
P -1.08 0.77 2.19
O -1.30 -0.62 2.75
C -0.68 0.62 0.36
C -0.21 -0.87 0.10
P 0.55 -1.19 -1.58
C 1.78 -2.49 -2.15
C 0.05 0.05 -2.94
C -1.39 0.66 -2.90
C -1.32 2.20 -2.49
C -2.08 0.71 -4.34
N 1.95 -0.10 -1.26
C 2.72 -0.24 -0.26
C 2.62 0.71 1.00
C 3.98 -1.18 -0.11
C -0.88 -2.42 -1.94
I -1.33 -2.77 -4.08
C -0.91 -3.83 -1.25
C -0.59 -5.11 -2.15
I 0.17 -4.17 0.60
O 0.23 1.39 3.05
C 0.26 2.83 3.02
C 1.78 3.26 3.03
H -3.41 -0.30 0.66
H -5.03 0.34 1.06
H -3.97 -0.34 2.37
H -3.19 2.17 0.63
H -4.26 2.30 2.05
H -1.65 0.77 -0.16
H 0.03 1.38 0.00
H 0.44 -1.13 0.97
H -1.12 -1.48 0.33
H 2.66 -1.92 -2.53
H 2.20 -3.14 -1.35
H 1.47 -3.13 -3.00
H 0.38 -0.30 -3.95
H 0.71 0.94 -2.80
H -2.12 0.20 -2.20
H -2.22 2.43 -1.86
H -1.33 2.85 -3.39
H -0.43 2.44 -1.88
H -2.74 -0.17 -4.49
H -1.29 0.75 -5.12
H -2.71 1.62 -4.43
H 2.22 0.13 1.85
H 3.66 1.00 1.29
H 2.08 1.64 0.78
H 3.85 -1.93 0.69
H 4.22 -1.71 -1.05
H 4.84 -0.50 0.08
H -1.83 -1.91 -1.65
H -1.97 -4.02 -0.97
H -1.49 -5.48 -2.68
H 0.30 -5.00 -2.78
H -0.35 -5.93 -1.43
H -0.23 3.27 3.92
H -0.23 3.26 2.12
H 2.39 2.37 3.31
H 1.99 4.08 3.74
H 2.07 3.51 1.99
O -5.65 -0.88 8.87
C -4.85 -1.65 8.37
C -3.74 -1.15 7.52
C -3.60 0.22 7.32
C -2.54 0.71 6.56
C -1.62 -0.17 6.01
C -1.77 -1.54 6.19
C -2.83 -2.03 6.95
C -2.98 -3.50 7.13
O -2.22 -4.27 6.58
C -4.08 -4.00 7.99
C -4.22 -5.37 8.19
C -5.22 -5.85 9.02
C -6.09 -4.96 9.65
C -5.97 -3.59 9.44
C -4.97 -3.11 8.60
H -4.31 0.91 7.75
H -2.43 1.77 6.41
H -0.79 0.20 5.43
H -1.05 -2.22 5.75
H -3.54 -6.06 7.71
H -5.32 -6.91 9.19
H -6.87 -5.33 10.31
H -6.65 -2.91 9.93
O 3.22 0.54 -6.82
C 3.74 1.64 -6.77
C 3.97 2.30 -5.47
C 3.62 1.65 -4.29
C 3.88 2.25 -3.06
C 4.48 3.51 -3.01
C 4.82 4.16 -4.19
C 4.56 3.57 -5.42
C 4.91 4.29 -6.67
O 5.38 5.41 -6.62
C 4.69 3.61 -7.97
C 5.05 4.26 -9.15
C 4.88 3.63 -10.37
C 4.35 2.34 -10.41
C 3.98 1.69 -9.24
C 4.15 2.33 -8.02
H 3.15 0.68 -4.32
H 3.60 1.74 -2.15
H 4.69 3.97 -2.05
H 5.29 5.14 -4.14
H 5.46 5.26 -9.11
H 5.16 4.13 -11.28
H 4.22 1.84 -11.37
H 3.57 0.69 -9.28

Record 2
91
Properties=species:S:1:pos:R:3 method="wB97M-V/def2-TZVPD" lumo_energy_ev="-8.5 / -10.8" total_charge=+3 homo_ev="-15.84 / -15.85" spin_multiplicity=5 gap_ev="7.3878 / 5.0547" de_lowest_kj_mol=0.0
Os -0.50 0.64 0.25
O -1.85 4.60 -1.73
C -1.67 3.49 -1.07
O -0.94 2.58 -1.38
C -2.48 3.42 0.19
C -3.52 4.29 0.49
C -4.22 4.10 1.67
C -3.84 3.07 2.52
C -2.75 2.28 2.16
N -2.11 2.44 1.01
C -2.17 1.17 2.97
O -2.52 0.97 4.21
O -1.34 0.44 2.45
H -1.32 4.65 -2.54
H -3.76 5.09 -0.20
H -5.05 4.75 1.92
H -4.38 2.90 3.44
H -3.14 1.60 4.60
C 3.96 -0.22 1.99
C 2.44 -0.12 1.87
C 1.95 -1.39 1.15
C 1.82 -0.07 3.27
P 1.78 1.32 0.83
C 2.86 1.52 -0.63
C 2.28 1.69 -1.88
C 3.06 1.87 -3.01
C 4.45 1.91 -2.90
C 5.03 1.78 -1.65
C 4.25 1.59 -0.52
C 1.94 2.99 1.72
C 1.83 4.07 0.64
C 3.27 3.13 2.47
C 0.78 3.15 2.70
H 4.18 -1.05 2.68
H 4.41 0.67 2.42
H 4.43 -0.45 1.04
H 2.37 -2.27 1.64
H 2.25 -1.39 0.10
H 0.85 -1.46 1.19
H 2.02 -1.02 3.78
H 0.74 0.06 3.24
H 2.26 0.71 3.88
H 1.20 1.72 -1.97
H 2.60 2.01 -3.98
H 5.06 2.06 -3.77
H 6.11 1.84 -1.54
H 4.75 1.52 0.44
H 2.71 4.08 -0.01
H 1.76 5.05 1.12
H 0.94 3.93 0.02
H 4.12 3.08 1.79
H 3.38 2.40 3.26
H 3.29 4.12 2.93
H -0.17 3.13 2.17
H 0.86 4.12 3.20
H 0.78 2.39 3.48
C 0.19 -4.80 -5.20
C -0.13 -4.73 -3.76
C -1.48 -4.75 -3.31
C -1.80 -4.72 -1.98
C -0.76 -4.70 -1.02
N -0.98 -4.75 0.32
C -2.22 -4.94 1.00
O -2.32 -5.85 1.76
N -3.27 -4.08 0.73
C -3.33 -2.75 0.31
C -4.57 -2.24 -0.09
C -4.66 -0.92 -0.51
C -3.52 -0.13 -0.50
N -2.35 -0.59 -0.06
C -2.25 -1.87 0.33
C 0.60 -4.68 -1.46
C 0.89 -4.68 -2.79
H -0.56 -4.29 -5.81
H 0.16 -5.85 -5.52
H 1.18 -4.43 -5.42
H -2.28 -4.83 -4.04
H -2.83 -4.79 -1.68
H -0.22 -5.16 0.85
H -4.14 -4.47 1.05
H -5.45 -2.87 -0.07
H -5.60 -0.51 -0.84
H -3.55 0.89 -0.85
H -1.29 -2.18 0.72
H 1.39 -4.67 -0.72
H 1.93 -4.68 -3.11
C -0.40 -0.38 -2.53
O 0.20 -0.31 -1.26
H -1.21 -1.12 -2.56
H 0.37 -0.68 -3.25
H -0.80 0.59 -2.85

Record 3
20
Properties=species:S:1:pos:R:3 method="wB97M-V/def2-TZVPD" smiles="CC/C(C)=C/N.O" lumo_energy_ev=0.7 total_charge=0 homo_ev=-8.07 spin_multiplicity=1 gap_ev=8.8193 de_lowest_kj_mol=184.4
C -1.71 -0.67 -1.78
C -0.18 -0.54 -1.53
C 0.31 -0.21 -0.14
C 0.88 1.21 -0.04
C 0.63 -1.22 0.68
N 0.97 -0.93 2.05
H -1.81 -1.34 -2.62
H -2.21 -1.17 -0.95
H -2.15 0.30 -2.02
H 0.27 -1.52 -1.75
H 0.05 0.24 -2.25
H 1.63 1.27 -0.84
H 1.34 1.45 0.91
H 0.19 2.05 -0.20
H 0.61 -2.29 0.51
H 1.30 0.00 2.19
H 1.77 -1.54 2.28
O -0.83 1.52 2.13
H -1.05 1.39 1.21
H -0.01 2.01 2.16

Calculated largest force on an atom, 3.61 1.53 3.06 eV Å⁻¹ (same order as the records).